Here is one molecule with the formula H2N4O2 from the OMol25 dataset. Energies are from ωB97M-V with the def2-TZVPD basis set.

Results
Frontier orbital gap (spin up / spin down), eV: 8.213 / 8.214
HOMO level (spin up / spin down), eV: -9.299 / -9.299
SMILES string: N/N=[N+](\[O-])N=O
Electronic energy, Ha: -370.51060
LUMO energy (spin up / spin down), eV: -1.086 / -1.085
Energy above the lowest of the compared OMol25 structures with the same formula, charge and spin, kJ/mol: 298.08
Total charge: 0

Each line ends with the natural charge from an NBO analysis.
Geometry (Å):
N  -0.27993  -0.90585  1.21867  -0.5690
N  -0.70891  0.02324  0.41049  0.0135
N  0.12837  0.36494  -0.50066  0.2510
O  1.25950  -0.11673  -0.64230  -0.5351
N  -0.43780  1.37110  -1.31322  0.2457
O  0.27725  1.75374  -2.19619  -0.2280
H  0.65813  -1.28102  1.07328  0.4147
H  -0.89661  -1.20943  1.94993  0.4073

***

Here is C38H39Cl2N2O2S2SbV as an isolated structure from the OMol25 dataset. Energies are from ωB97M-V with the def2-TZVPD basis set.

Results
Frontier orbital gap (spin up / spin down), eV: 4.737 / 4.749
HOMO level (spin up / spin down), eV: -4.854 / -4.876
Multiplicity: 4
Electronic energy, Ha: -4632.38128
LUMO energy (spin up / spin down), eV: -0.117 / -0.126
Energy above the lowest of the compared OMol25 structures with the same formula, charge and spin, kJ/mol: 157.00
Total charge: 0

Each line ends with the Mulliken spin population.
Geometry (Å):
V  -1.36509  -3.41117  -1.79299  3.0058
C  1.70394  -2.85447  -1.93267  0.0009
C  1.40818  -3.31234  -0.51360  0.0222
N  0.23065  -4.20532  -0.46553  -0.0527
C  0.46463  -5.62822  -0.77714  -0.0071
C  0.69067  -5.93288  -2.25701  0.0231
S  -0.54327  -5.15667  -3.36753  0.0006
C  0.48431  -4.06820  -4.42006  0.0201
C  0.45535  -2.58340  -4.04018  -0.0133
N  0.46749  -2.37322  -2.58408  -0.0761
H  2.47100  -2.07853  -1.90565  -0.0009
H  2.10696  -3.67389  -2.52272  -0.0040
H  2.29555  -3.78936  -0.08390  0.0061
H  1.17627  -2.43417  0.09059  0.0025
H  -0.14401  -4.16507  0.47676  0.0131
H  1.32072  -6.01757  -0.21441  0.0071
H  -0.42073  -6.16924  -0.44252  0.0041
H  1.68379  -5.64358  -2.59336  -0.0003
H  0.61286  -7.00990  -2.39951  0.0005
H  1.49331  -4.47849  -4.42822  -0.0028
H  0.09955  -4.18311  -5.43224  0.0063
H  1.30307  -2.09003  -4.52945  0.0107
H  -0.45530  -2.12467  -4.42551  0.0259
H  0.36642  -1.37705  -2.39252  0.0201
Cl  -4.00251  2.75568  -1.18524  0.0001
C  -3.97292  1.01134  -0.98060  0.0064
C  -2.81698  0.36361  -1.25650  0.0107
C  -2.69512  -1.08293  -0.90437  -0.0764
C  -4.04023  -1.75325  -0.91314  -0.0556
C  -5.16772  -1.00385  -0.60644  0.0022
C  -5.16873  0.38001  -0.56569  -0.0114
C  -4.16862  -3.19328  -1.07602  -0.0231
O  -5.06624  -3.86524  -0.58610  0.0021
O  -3.22787  -3.78325  -1.85140  0.0012
H  -1.93505  0.91304  -1.56123  0.0028
H  -1.98928  -1.52994  -1.68048  0.1020
H  -6.08873  -1.55234  -0.44382  0.0001
H  -6.06405  0.95596  -0.38977  -0.0001
Cl  -1.54276  1.66004  1.41115  0.0002
C  -2.58306  0.46636  2.14588  -0.0022
C  -3.35227  0.88367  3.22132  0.0008
C  -4.23841  -0.00140  3.81239  -0.0002
C  -4.34434  -1.29548  3.32607  -0.0005
C  -3.56419  -1.69697  2.25555  0.0038
C  -2.66394  -0.82845  1.63822  0.0576
C  -1.89775  -1.30066  0.43782  0.0235
H  -3.26447  1.90314  3.57186  -0.0001
H  -4.85070  0.32565  4.64287  0.0000
H  -5.04671  -1.98919  3.76954  0.0000
H  -3.67661  -2.69850  1.85635  0.0026
H  -0.92195  -0.80891  0.36259  -0.0622
H  -1.73314  -2.38669  0.56310  0.0081
S  1.47117  0.49826  -1.08575  -0.0015
Sb  1.95728  2.24063  0.25485  -0.0009
C  0.94099  4.05788  -0.07479  0.0001
C  1.22132  4.73401  -1.26115  0.0000
C  0.56204  5.91900  -1.54963  0.0000
C  -0.37161  6.42856  -0.65557  0.0000
C  -0.64177  5.75958  0.52933  0.0000
C  0.01536  4.57264  0.82542  -0.0001
C  1.73137  1.77756  2.29929  0.0000
C  1.86320  2.76033  3.27440  -0.0001
C  1.65791  2.43553  4.60877  0.0000
C  1.31894  1.13629  4.96193  0.0000
C  1.18531  0.15741  3.98493  0.0000
C  1.39123  0.47756  2.65121  -0.0002
C  3.96643  2.81737  -0.03469  -0.0001
C  4.44056  4.00323  0.52092  0.0000
C  5.76205  4.37808  0.32109  0.0000
C  6.60344  3.57467  -0.43646  0.0000
C  6.12898  2.39589  -0.99579  0.0000
C  4.80752  2.01506  -0.79618  0.0001
H  1.94754  4.33924  -1.96317  0.0000
H  0.77198  6.44042  -2.47450  0.0000
H  -0.89355  7.34810  -0.88621  0.0000
H  -1.37368  6.15157  1.22309  0.0000
H  -0.20712  4.05477  1.75026  0.0000
H  2.10625  3.78255  3.00424  0.0000
H  1.75083  3.19966  5.36970  0.0000
H  1.14826  0.88772  6.00152  0.0000
H  0.90347  -0.85040  4.26099  0.0000
H  1.25280  -0.26956  1.87694  -0.0015
H  3.78466  4.64415  1.09926  0.0000
H  6.13284  5.29917  0.75184  0.0000
H  7.63208  3.87207  -0.59543  0.0000
H  6.78626  1.77426  -1.59012  0.0000
H  4.42368  1.09913  -1.23098  0.0000

***

Here is C5F6O5SbSn as an isolated structure from the OMol25 dataset. Energies are from ωB97M-V with the def2-TZVPD basis set.

Results
Frontier orbital gap (spin up / spin down), eV: 8.157 / 5.891
HOMO level (spin up / spin down), eV: -10.231 / -10.164
Multiplicity: 2
Electronic energy, Ha: -1620.56383
LUMO energy (spin up / spin down), eV: -2.074 / -4.273
Total charge: 0

Each line ends with the natural charge from an NBO analysis.
Geometry (Å):
Sn  0.00019  -2.30157  -1.66502  1.6004
O  -0.00121  4.08643  -1.45522  -0.3921
C  -0.00111  2.90653  -1.47522  0.4007
C  -1.24861  1.97033  -1.51332  0.3621
O  -2.35891  2.40453  -1.42892  -0.3822
C  -0.71051  0.63053  -1.68452  0.3039
C  0.70879  0.63033  -1.68532  0.3035
O  1.36859  -0.44927  -1.84352  -0.6463
C  1.24639  1.97043  -1.51442  0.3616
O  2.35659  2.40473  -1.42662  -0.3824
O  -1.37071  -0.45047  -1.83812  -0.6466
F  0.00269  -2.06667  0.49538  -0.7738
Sb  0.00109  -1.96257  2.71168  3.1639
F  -0.51411  -0.17037  2.35258  -0.6595
F  -1.79981  -2.48347  2.46538  -0.6544
F  -0.00581  -1.94297  4.57988  -0.6479
F  0.53669  -3.76427  2.48338  -0.6569
F  1.78979  -1.41217  2.44188  -0.6540

***

What did the first record say?
Here is one molecule with the formula H2N4O2 from the OMol25 dataset. Energies are from ωB97M-V with the def2-TZVPD basis set.

Results
Frontier orbital gap (spin up / spin down), eV: 8.213 / 8.214
HOMO level (spin up / spin down), eV: -9.299 / -9.299
SMILES string: N/N=[N+](\[O-])N=O
Electronic energy, Ha: -370.51060
LUMO energy (spin up / spin down), eV: -1.086 / -1.085
Energy above the lowest of the compared OMol25 structures with the same formula, charge and spin, kJ/mol: 298.08
Total charge: 0

Each line ends with the natural charge from an NBO analysis.
Geometry (Å):
N  -0.27993  -0.90585  1.21867  -0.5690
N  -0.70891  0.02324  0.41049  0.0135
N  0.12837  0.36494  -0.50066  0.2510
O  1.25950  -0.11673  -0.64230  -0.5351
N  -0.43780  1.37110  -1.31322  0.2457
O  0.27725  1.75374  -2.19619  -0.2280
H  0.65813  -1.28102  1.07328  0.4147
H  -0.89661  -1.20943  1.94993  0.4073